(1)
26
Properties=species:S:1:pos:R:3:forces:R:3:mulliken_charge:R:1 method="wB97M-V/def2-TZVPD" homo_energy_ev=-12.44 e_lumo_ha=-0.124 orbital_gap_ev=9.07 molar_mass_da=200.20 charge=+1 max_force_ev_per_a=3.03
C 0.86806 2.41190 -0.26140 -1.93 -0.83 2.18 -1.611
C 1.80218 -0.48718 0.49707 0.01 -0.37 -2.10 -1.529
C 0.58047 -0.47782 -1.69662 -1.59 -1.19 0.28 -1.510
C -0.04301 1.19341 0.15072 0.16 0.30 -2.92 -0.091
C 0.53160 -0.16511 -0.19220 -1.87 -1.90 -0.98 0.633
N -0.26251 1.12651 1.58375 -1.08 0.68 2.32 0.016
O -0.67160 -3.14524 0.21304 -0.12 0.13 1.13 -0.459
P -2.87545 -1.54114 -0.93035 0.52 -0.52 -2.12 -0.069
P -1.18244 -1.61395 0.42260 1.83 0.56 0.52 0.694
S -1.74596 -1.35759 2.33389 -0.10 -0.01 -1.01 -0.440
H 1.74330 2.38857 0.34211 1.06 0.03 0.18 0.443
H 1.05237 2.53067 -1.28148 0.45 -0.37 -1.63 0.439
H 0.32552 3.30182 0.02365 -0.21 0.39 0.17 0.433
H 2.01432 -1.51550 0.17111 0.40 0.09 1.19 0.449
H 1.72547 -0.22525 1.52731 0.96 -0.84 0.91 0.361
H 2.54723 0.13808 -0.02613 0.06 -0.13 0.54 0.433
H 1.27743 0.16475 -2.19259 0.93 0.01 -0.34 0.467
H 0.70912 -1.61021 -1.92599 0.21 2.05 0.44 0.362
H -0.39265 -0.19350 -2.14660 0.43 -0.21 0.20 0.311
H -0.93967 1.18801 -0.51320 -0.10 0.67 1.26 0.293
H 0.67341 0.73826 1.95278 -2.28 1.08 0.16 0.343
H -1.12121 0.37241 1.83526 1.79 0.55 -0.04 0.066
H -0.58620 2.00660 2.11178 1.11 -1.31 -1.25 0.413
H -0.80194 -3.65063 1.06903 0.31 0.65 -1.26 0.363
H -3.08308 -0.18272 -0.76577 -0.02 0.71 0.08 0.074
H -2.14477 -1.39517 -2.30178 -0.90 -0.22 2.08 0.114

(2)
23
Properties=species:S:1:pos:R:3:forces:R:3:mulliken_charge:R:1 method="wB97M-V/def2-TZVPD" homo_energy_ev=-12.39 e_lumo_ha=-0.117 orbital_gap_ev=9.21 molar_mass_da=122.26 charge=+1 max_force_ev_per_a=1.06
C 0.92690 0.26195 3.18686 -0.44 -0.33 0.30 -1.317
C -0.28864 -0.25123 2.45165 -0.53 -0.56 -0.73 0.420
C -1.41853 0.72905 2.20894 -0.01 0.27 0.49 -1.331
N 0.17105 -0.77555 1.08536 0.63 0.56 -0.21 -0.260
H 1.66702 -0.53555 3.25736 0.27 0.24 -0.11 0.408
H 1.30888 1.17072 2.72494 0.22 -0.07 -0.06 0.360
H 0.64855 0.49855 4.21265 -0.05 0.09 -0.02 0.390
H -0.72015 -1.15259 2.88800 0.19 0.09 0.42 0.236
H -1.09531 1.63801 1.69926 0.03 -0.10 -0.20 0.324
H -1.81183 1.05961 3.17200 0.09 -0.06 0.03 0.379
H -2.25880 0.25728 1.70009 0.07 0.06 -0.21 0.423
H 0.77006 -1.60247 1.14312 -0.08 0.03 0.10 0.330
H -0.57337 -0.98532 0.42519 -0.34 -0.20 0.01 0.316
H 0.72146 -0.06988 0.57933 -0.01 -0.09 0.12 0.274
C 1.01645 1.17072 -1.88494 -0.16 -0.40 0.29 -0.877
S 0.48343 -0.54053 -2.22663 0.06 0.09 0.42 -0.090
C -1.27900 -0.27940 -2.54364 0.01 0.08 -0.13 -0.799
H 0.40507 1.65026 -1.11403 -0.36 0.05 -0.37 0.241
H 0.99330 1.70136 -2.82922 0.11 0.41 0.17 0.330
H 2.01287 1.16468 -1.44244 0.20 -0.19 -0.48 0.357
H -1.75276 -1.25864 -2.58268 0.02 -0.02 0.13 0.310
H -1.72164 0.32781 -1.75421 -0.10 -0.05 0.00 0.238
H -1.46824 0.19683 -3.50457 0.18 0.10 0.03 0.339

(3)
23
Properties=species:S:1:pos:R:3:forces:R:3:mulliken_charge:R:1 method="wB97M-V/def2-TZVPD" homo_energy_ev=-11.43 e_lumo_ha=-0.135 orbital_gap_ev=7.76 molar_mass_da=122.26 charge=+1 max_force_ev_per_a=0.84
C 0.21174 1.54946 2.16958 -0.24 0.67 -0.44 -0.718
N -0.43410 2.89684 1.95502 0.24 0.06 -0.39 -0.198
C -1.13137 3.03587 0.63107 -0.01 -0.17 0.14 -0.746
H 0.76954 1.57632 3.09822 -0.10 -0.16 0.11 0.346
H -0.57996 0.80870 2.14269 0.11 -0.15 0.17 0.362
H 0.87748 1.42771 1.32334 0.14 -0.28 0.00 0.229
H 0.29610 3.61393 1.97873 -0.15 -0.05 0.26 0.374
H -1.09980 3.10231 2.69464 0.01 0.05 0.23 0.358
H -0.40324 2.87424 -0.15675 0.05 0.10 -0.02 0.256
H -1.57026 4.02733 0.57863 0.02 0.02 -0.07 0.345
H -1.90187 2.27594 0.56056 -0.08 -0.04 0.06 0.355
C 0.76823 0.67832 -1.59270 -0.47 -0.06 0.12 -1.094
C 0.81555 -0.65327 -0.84920 -0.06 0.06 -0.13 -0.191
C -0.06441 -1.71251 -1.50267 0.13 0.08 0.01 -0.676
S 0.00408 -3.23243 -0.50784 -0.16 -0.04 -0.10 -0.238
H 1.38587 1.44877 -1.12711 0.22 -0.08 -0.04 0.311
H -0.25900 1.05791 -1.59734 -0.01 -0.03 -0.15 0.210
H 1.07210 0.56011 -2.62945 0.11 0.09 -0.06 0.417
H 1.84486 -1.01195 -0.80697 0.00 -0.03 0.17 0.337
H 0.44104 -0.51538 0.16821 0.21 -0.07 0.14 0.074
H 0.29264 -1.92965 -2.50758 -0.06 0.05 -0.06 0.381
H -1.09075 -1.34951 -1.55009 -0.03 -0.05 -0.09 0.364
H -0.85567 -3.93583 -1.26687 0.12 0.04 0.14 0.141

(4)
23
Properties=species:S:1:pos:R:3:forces:R:3:mulliken_charge:R:1 method="wB97M-V/def2-TZVPD" homo_energy_ev=-15.34 e_lumo_ha=-0.163 orbital_gap_ev=10.91 molar_mass_da=118.28 charge=+1 max_force_ev_per_a=4.29
C 0.67263 1.72737 0.26506 -2.52 -0.53 1.84 -0.313
C 2.87781 -0.75837 0.77124 3.53 -0.78 0.13 -1.087
C 0.66817 0.27574 -1.59997 -1.01 -3.93 1.38 -1.049
C -2.57759 1.15577 0.23508 -3.29 -0.67 0.68 -1.016
C -1.68118 -1.78426 -0.07902 2.30 0.46 1.69 -1.057
N 0.15021 0.69831 -0.25417 0.89 -0.77 -1.53 0.238
Si -1.29592 -0.11531 0.67931 -1.24 -0.76 -2.43 0.253
H 3.63727 -1.24599 1.41842 -0.46 0.13 -0.25 0.345
H 1.40955 2.22461 -0.29686 1.03 1.05 0.01 0.343
H 0.14179 2.01636 1.23802 1.61 0.28 -1.25 0.275
H 2.01409 -1.30222 0.87727 -2.28 -0.98 0.22 0.227
H 2.87031 0.23494 1.11930 -0.42 1.31 0.16 0.247
H 3.30753 -0.86530 -0.22233 -0.25 0.28 -0.17 0.290
H 1.27561 -0.69040 -1.61111 -0.93 1.13 0.80 0.322
H -0.13724 0.06686 -2.26589 -1.04 -0.13 -0.17 0.364
H 1.25044 0.92098 -2.11643 1.89 2.85 -0.79 0.482
H -3.09584 0.88739 -0.74632 1.30 0.45 0.88 0.315
H -3.54337 1.32911 0.86372 1.80 -0.86 -0.42 0.353
H -2.16787 2.12656 0.26702 0.56 1.27 -0.59 0.381
H -0.80951 -2.39126 0.25714 -0.61 -0.01 -0.11 0.300
H -2.55078 -2.18299 0.38412 -0.84 -0.39 0.44 0.378
H -1.72490 -1.92411 -1.11369 -0.31 0.20 -1.67 0.423
H -0.69122 -0.40381 1.93008 0.30 0.41 1.15 -0.013

(5)
23
Properties=species:S:1:pos:R:3:forces:R:3:mulliken_charge:R:1 method="wB97M-V/def2-TZVPD" homo_energy_ev=-10.55 e_lumo_ha=0.020 orbital_gap_ev=11.10 molar_mass_da=108.18 smiles=CCCCC.O.O max_force_ev_per_a=4.33
C -0.24397 -0.93590 1.12045 -1.05 -0.43 0.07 -0.391
C -1.72355 -0.44727 1.28270 1.35 -1.35 2.44 -0.665
C -2.15691 0.48813 0.22849 -0.93 3.26 -2.69 -0.231
C -1.89433 -0.08417 -1.22476 0.72 -1.53 0.45 -0.697
C 0.72174 0.23358 1.15493 1.24 1.59 -2.61 -0.813
H -0.21738 -1.54019 0.14766 0.53 1.04 1.30 0.114
H 0.10379 -1.63932 1.92373 -0.92 0.46 -0.52 0.396
H -2.34525 -1.37595 1.39733 0.09 1.01 -0.31 0.287
H -1.72646 0.09034 2.27316 -0.36 -0.53 -0.78 0.311
H -3.23932 0.89674 0.44066 1.92 -1.00 -0.66 0.278
H -1.49587 1.46389 0.14754 -1.23 -1.72 0.94 0.189
H -0.78466 -0.10703 -1.32102 -0.64 -0.25 0.20 -0.140
H -2.15393 0.41784 -2.16110 -0.80 0.49 0.63 0.388
H -2.22722 -1.16321 -1.32396 0.20 1.12 0.13 0.265
H 1.67964 -0.22392 1.32968 0.79 0.08 -0.11 0.345
H 0.70667 1.11796 1.87010 -0.94 -1.41 -0.53 0.286
H 0.79545 0.70059 0.06727 -0.08 -0.74 2.25 0.102
H 3.83547 0.72859 -0.29329 0.98 2.38 -0.30 0.347
H 3.90802 2.37088 -0.41452 -0.24 -0.75 0.10 0.315
O 4.42405 1.55107 -0.41345 -0.80 -1.67 0.19 -0.662
H 1.10319 -1.57267 -2.13251 -0.41 -0.92 -0.33 0.274
H 1.38759 -0.13779 -2.35237 -0.14 1.28 -1.01 0.300
O 1.54322 -0.83217 -1.74672 0.73 -0.41 1.16 -0.598

(6)
23
Properties=species:S:1:pos:R:3:forces:R:3:mulliken_charge:R:1 method="wB97M-V/def2-TZVPD" homo_energy_ev=-10.92 e_lumo_ha=0.022 orbital_gap_ev=11.53 molar_mass_da=108.18 smiles=CCCCC.O.O max_force_ev_per_a=1.81
C -2.14268 1.22612 -0.00061 -0.06 0.01 0.25 -1.123
C -2.02473 -0.29277 -0.07594 0.28 0.25 -0.48 -0.492
C -0.76338 -0.89040 0.52177 0.33 -0.68 -0.05 -0.714
C 0.51784 -0.36497 -0.09406 0.35 1.53 -0.89 -0.207
C 0.67812 -0.63851 -1.59805 -0.39 -1.14 0.43 -1.211
H -2.99330 1.54003 -0.59964 -0.04 0.22 -0.07 0.338
H -1.26448 1.81050 -0.28003 0.01 -0.28 -0.26 0.279
H -2.34709 1.49994 1.03348 -0.08 0.12 0.12 0.293
H -2.09509 -0.66383 -1.10500 -0.04 0.30 -0.02 0.325
H -2.90289 -0.67888 0.41914 -0.24 -0.40 0.27 0.365
H -0.74825 -0.83773 1.60229 0.04 0.47 0.39 0.387
H -0.80011 -1.95849 0.33346 -0.05 -0.45 -0.12 0.290
H 0.59119 0.72032 0.06364 -0.27 -0.06 -0.03 0.038
H 1.45759 -0.67854 0.33937 -0.04 -0.69 0.72 0.375
H 1.63524 -0.30388 -1.96478 0.26 0.31 -0.15 0.368
H 0.66582 -1.72969 -1.74655 0.04 0.15 -0.07 0.281
H -0.11719 -0.26082 -2.22713 -0.15 0.39 -0.02 0.382
H 1.67381 2.69288 2.23084 0.11 -0.13 -0.11 0.294
H 0.44299 3.53081 2.41018 -0.18 0.05 -0.10 0.301
O 0.84885 2.91706 1.79013 0.07 0.06 0.20 -0.593
H 3.74275 -1.59998 -0.41036 -0.23 0.05 0.12 0.322
H 2.53399 -2.54525 -0.11812 0.35 0.28 -0.11 0.341
O 3.41098 -2.49393 -0.52404 -0.08 -0.38 -0.02 -0.637

(7)
24
Properties=species:S:1:pos:R:3:forces:R:3:mulliken_charge:R:1 method="wB97M-V/def2-TZVPD" homo_energy_ev=-9.75 e_lumo_ha=0.024 orbital_gap_ev=10.40 molar_mass_da=124.18 smiles="C=CCCC.O.O.O" max_force_ev_per_a=1.90
C -0.44256 0.67740 -4.75876 0.64 0.44 1.34 -1.102
C -0.09839 -0.38193 -3.69081 -1.89 -0.17 -0.19 -0.300
C -0.96800 -0.15491 -2.42483 0.96 0.41 -0.12 -0.877
C -0.62240 -1.11528 -1.33254 -0.50 -0.50 -0.64 -0.140
C 0.27142 -0.99405 -0.36711 0.06 0.18 -0.20 -0.602
H 0.42033 0.90360 -5.38007 -0.28 -0.42 -0.63 0.326
H -1.35915 0.38906 -5.25271 0.07 0.06 -0.61 0.316
H -0.63320 1.63719 -4.26467 -0.14 -0.05 0.05 0.302
H -0.48443 -1.33020 -4.07879 0.87 -0.28 -0.12 0.225
H 0.95396 -0.42720 -3.43096 0.04 -0.08 -0.02 0.394
H -2.02550 -0.18599 -2.65015 -0.31 -0.36 -0.31 0.347
H -0.80680 0.87107 -2.18013 0.30 0.85 0.80 0.427
H -1.14658 -2.05779 -1.49837 0.22 -0.14 0.42 0.246
H 0.82263 -0.07195 -0.23300 0.01 0.05 0.09 0.223
H 0.52436 -1.82254 0.27598 -0.04 -0.01 0.14 0.208
H 1.49897 3.63043 0.75907 0.01 -0.08 0.04 0.318
H 1.58792 5.00118 0.12255 0.37 0.41 -0.48 0.316
O 1.09485 4.50137 0.75991 -0.39 -0.33 0.45 -0.634
H 1.38738 -0.71217 6.68132 0.10 0.22 -0.02 0.318
H -0.06108 -0.90843 6.37161 -0.16 0.14 -0.11 0.311
O 0.59172 -0.20842 6.47558 0.08 -0.35 0.12 -0.630
H -0.31489 -2.95788 2.32731 0.16 -0.03 -0.30 0.314
H -1.17726 -2.77774 3.53722 0.00 0.07 0.15 0.318
O -0.26635 -2.68161 3.24274 -0.18 -0.05 0.16 -0.622

(8)
28
Properties=species:S:1:pos:R:3:forces:R:3:mulliken_charge:R:1 method="wB97M-V/def2-TZVPD" homo_energy_ev=-2.56 e_lumo_ha=0.215 orbital_gap_ev=8.41 molar_mass_da=188.18 charge=-2 max_force_ev_per_a=2.10
O -0.47115 -1.51073 3.58568 0.65 -0.17 -0.04 -0.827
C 0.30020 -0.70227 2.99722 -0.97 0.55 0.35 0.462
O 1.43101 -0.34253 3.39109 0.24 -0.24 0.07 -0.795
C -0.24690 -0.02287 1.72709 1.70 0.67 -0.12 -0.705
C 0.53506 -0.50425 0.49570 -1.38 -0.28 -0.85 -0.648
C -0.18213 -0.20737 -0.86058 0.62 -1.29 1.12 -0.016
C 0.45487 -1.09339 -1.91858 0.84 0.65 -1.81 -0.796
O -0.20283 -1.02702 -3.17648 0.11 -0.26 0.13 -0.641
H -1.32086 -0.09783 1.65100 -0.27 -0.28 -0.17 0.568
H 0.03123 1.03721 1.75954 -0.46 0.11 0.44 0.104
H 1.50656 -0.04494 0.40514 0.45 0.13 0.51 0.273
H 0.68573 -1.58341 0.60143 0.05 -0.05 -0.23 0.377
H -0.17979 0.85969 -1.08501 0.24 -0.09 -0.31 0.251
H -1.22055 -0.52113 -0.79749 -0.34 -0.01 0.07 0.230
H 1.52973 -0.88906 -2.10214 -0.12 0.81 0.33 0.295
H 0.59014 -2.13733 -1.63976 -0.99 -0.32 0.46 0.360
H 0.02518 -0.12549 -3.59552 -0.15 0.04 0.47 0.417
H 0.97905 1.91142 -3.71092 0.03 -0.04 0.07 0.175
O 0.18181 1.42912 -3.94073 -0.02 -0.18 -0.40 -1.049
H 2.23063 1.10530 3.04172 0.05 0.03 -0.12 0.450
H 1.99436 2.40021 2.25898 -0.01 0.03 -0.07 0.292
O 2.66256 1.96930 2.79621 0.00 -0.04 0.13 -0.707
H -0.97531 2.20308 -3.40799 0.21 0.62 0.22 0.418
H -2.05211 2.02160 -2.37022 -0.21 0.25 0.19 0.267
O -1.69609 2.76209 -2.87511 0.03 -0.69 -0.26 -0.774
H -1.73186 -2.27295 2.89340 -0.82 0.18 -0.16 0.480
H -2.28319 -2.13283 1.51397 -0.30 -0.09 -0.15 0.283
O -2.57537 -2.48362 2.36236 0.83 -0.04 0.17 -0.743